[1]
Computed, not measured: C16H38AlN2O5S as an isolated structure, with ωB97M-V/def2-TZVPD.

Geometry as XYZ:
```
63
Properties=species:S:1:pos:R:3:forces:R:3:mulliken_charge:R:1
O -1.140351 -1.600025 3.110489 -0.1 0.1 -0.1 -0.454
C 0.202309 -1.147049 2.986632 -0.2 -0.1 0.2 -0.262
C 0.265099 0.347889 2.677909 -0.1 0.0 -0.6 -0.004
C -1.058601 1.016297 2.283725 -0.2 0.0 0.9 -0.791
Al -2.422462 1.419866 3.756870 0.2 0.0 -0.4 0.121
C -3.828557 2.659683 2.900423 0.2 -0.5 0.3 -0.969
C -5.239143 2.090973 2.934530 0.1 0.0 0.1 -0.548
S -5.420642 0.941808 1.534213 0.2 -0.4 -0.1 -0.204
C -6.719821 -0.039756 2.144553 -0.6 1.2 0.0 0.522
N -7.844731 0.415540 2.612639 0.2 -0.4 0.2 -0.310
N -8.566743 -0.697267 3.045364 0.6 -0.5 -0.4 -0.430
C -7.830458 -1.718650 2.748662 -0.7 0.8 0.3 0.013
O -6.654990 -1.384383 2.183253 0.1 -0.5 0.0 -0.246
H -1.120893 -2.505191 3.422207 0.0 -0.1 0.1 0.237
H 0.690070 -1.708268 2.186381 0.2 -0.1 -0.2 0.013
H 0.743674 -1.358747 3.910665 0.1 -0.1 0.1 0.361
H 0.953086 0.416992 1.838465 0.3 0.1 -0.1 -0.398
H 0.738729 0.881247 3.496674 -0.1 0.1 0.3 0.446
H -1.553424 0.447960 1.497013 0.0 -0.1 -0.2 0.232
H -0.806215 1.999405 1.881797 0.0 0.2 -0.2 0.493
H -1.700787 2.252292 4.970762 0.1 0.1 0.0 -0.345
H -3.168924 0.134633 4.403996 -0.2 0.0 0.0 -0.271
H -3.532912 2.918829 1.884807 0.0 0.2 -0.2 0.383
H -3.835895 3.571204 3.494877 0.0 0.3 0.0 0.388
H -6.039274 2.823148 2.886641 -0.2 0.1 -0.2 0.398
H -5.379572 1.490111 3.826582 -0.1 -0.1 0.2 0.282
H -8.087747 -2.743583 2.909733 0.2 -0.3 0.0 0.419
C 5.431269 0.298752 0.388315 -0.1 0.0 0.1 -1.595
C 4.165843 -0.356790 -0.144111 0.0 0.1 -0.2 0.259
C 3.903698 -0.009462 -1.600974 0.0 0.0 -0.1 -1.070
O 3.031667 -0.019716 0.646736 0.2 -0.2 0.0 -0.380
H 5.340414 1.386946 0.338237 0.0 0.0 -0.1 0.377
H 5.592678 0.026760 1.431541 0.0 0.0 0.0 0.369
H 6.306921 0.000874 -0.191122 0.0 0.0 0.0 0.392
H 4.256392 -1.441604 -0.045490 0.0 0.0 0.0 0.369
H 3.788067 1.069903 -1.730368 0.1 0.0 0.1 0.359
H 2.981325 -0.480793 -1.937474 0.0 0.0 -0.1 0.251
H 4.719647 -0.348465 -2.243276 0.0 0.0 0.0 0.408
H 2.904954 0.934054 0.593814 -0.1 0.0 0.1 0.282
C -0.296399 -2.397712 -1.173196 0.1 0.0 -0.1 -0.839
C 0.761318 -3.405159 -1.599353 -0.1 0.1 0.2 0.373
C 0.958846 -4.488974 -0.550252 0.1 -0.1 -0.1 -1.264
O 1.998034 -2.744126 -1.873342 0.0 -0.1 0.0 -0.533
H 0.002421 -1.893974 -0.250045 0.0 0.0 0.0 -0.031
H -0.425227 -1.631893 -1.938281 0.0 0.0 0.0 0.270
H -1.258566 -2.880980 -0.999470 0.0 0.0 0.0 0.425
H 0.469056 -3.865173 -2.544939 0.0 0.0 -0.1 0.283
H 1.293262 -4.044912 0.391084 -0.1 0.0 0.0 0.264
H 1.719518 -5.201587 -0.872410 0.0 0.0 0.0 0.321
H 0.030568 -5.029642 -0.361038 0.0 0.0 0.0 0.400
H 2.277423 -2.321397 -1.052537 0.0 0.1 0.0 0.231
C 1.784484 1.601658 -4.090054 0.0 0.0 0.1 -1.157
C 2.376402 2.821058 -4.776627 0.0 -0.2 -0.1 0.384
C 2.390077 2.666665 -6.290226 0.1 0.1 0.0 -1.285
O 3.695235 3.078433 -4.289669 -0.1 0.1 0.0 -0.551
H 2.383158 0.713019 -4.308986 0.0 0.0 -0.1 0.306
H 1.779165 1.736560 -3.009944 0.0 0.0 0.0 0.226
H 0.761537 1.415334 -4.419320 0.0 0.0 0.0 0.438
H 1.797203 3.705587 -4.509936 0.0 0.1 0.0 0.294
H 3.003480 1.807816 -6.577003 0.0 0.0 0.0 0.327
H 2.816385 3.552331 -6.762349 0.0 0.0 0.0 0.324
H 1.383441 2.512890 -6.681119 0.0 0.0 0.0 0.354
H 4.235481 2.308765 -4.496679 0.0 0.0 0.0 0.346
```
Positions in Å, forces in eV/Å.

## Properties
total charge = -1
max |F| = 1.31 eV Å⁻¹
HOMO = -0.164 Ha

---

[2]
Computed, not measured: a 4-piece molecular cluster, C16H38F3N3O7P overall, with ωB97M-V/def2-TZVPD.

Geometry as XYZ:
```
68
Properties=species:S:1:pos:R:3:forces:R:3:mulliken_charge:R:1
N 3.386903 -1.254181 2.841418 0.7 -1.0 -1.9 -0.890
P 3.468864 -1.848628 1.333806 1.5 0.7 4.7 0.796
O 4.430503 -0.768874 0.446429 -1.1 -1.7 0.4 -0.614
O 4.309701 -3.356845 1.517018 -1.8 1.5 -0.9 -0.579
C 1.689357 -2.029248 0.763030 -1.7 -0.1 0.0 1.558
C 0.904631 -0.631255 1.018862 -0.5 0.7 -0.7 -1.637
C 0.896410 0.373085 -0.237318 -0.9 0.6 0.2 -0.065
N 2.096583 1.251905 -0.364866 -0.2 -0.4 0.1 -0.569
N 1.410456 -2.509577 -0.595728 1.0 -0.4 -0.8 -0.191
C 2.534075 -3.058409 -1.371647 -0.3 -0.5 -2.1 -0.996
C 3.238615 -1.882223 -2.266079 0.2 0.3 -0.3 0.810
C 4.772250 -2.180505 -2.597594 -0.3 -0.5 0.5 0.851
F 5.452129 -1.002239 -3.078424 -1.3 -3.1 0.8 -0.289
F 4.789753 -3.224848 -3.600621 0.6 2.5 1.8 -0.290
F 5.519455 -2.708252 -1.505027 -1.5 1.4 -2.8 -0.239
C 0.978447 -3.095268 1.797498 -2.5 -1.1 6.5 0.103
O 0.869353 -4.343748 1.556608 1.1 2.9 -1.3 -0.691
O 0.467027 -2.620349 3.009076 2.5 -0.9 -5.8 -0.711
H 3.813374 -1.947550 3.485169 -0.5 0.7 -0.5 0.207
H 5.006299 -0.310839 1.100724 -0.7 -0.6 -0.2 0.351
H 3.755470 -3.819566 2.196861 0.4 0.4 -0.8 0.392
H -0.197247 -0.906572 1.250081 1.9 0.3 -0.4 0.332
H 1.272789 -0.053144 1.932016 -0.4 -1.1 -1.2 0.315
H 0.712707 -0.109968 -1.255477 0.2 0.2 1.6 0.182
H -0.002948 1.091733 -0.069514 1.2 -1.3 -0.2 -0.097
H 2.748343 1.166906 0.421762 -0.3 -0.1 -0.7 0.263
H 2.555103 1.185645 -1.278378 -0.1 -0.2 0.9 0.284
H 0.605651 -3.153413 -0.667726 0.9 0.5 0.7 0.367
H 2.067147 -3.762025 -2.167549 0.8 1.0 1.4 0.371
H 3.287505 -3.707293 -0.810991 -0.8 1.1 -0.5 0.334
H 3.093916 -0.859721 -1.757278 0.7 -1.7 -0.5 -0.465
H 2.706065 -1.771209 -3.299959 1.0 -0.5 1.9 -0.174
C -2.102172 3.391151 1.180547 0.1 0.0 -0.3 -1.421
C -1.811489 2.259549 2.153895 -0.2 0.5 0.3 0.823
C -2.943250 2.086068 3.154257 0.0 -0.3 0.2 -1.355
O -0.599953 2.535688 2.851688 0.2 -0.2 -0.1 -0.535
H -2.208962 4.343972 1.709841 -0.1 -0.1 0.1 0.375
H -1.275232 3.512104 0.475078 -0.1 -0.1 0.0 0.383
H -3.019012 3.200948 0.615950 0.0 0.1 0.0 0.341
H -1.662299 1.328422 1.600356 0.2 0.1 0.1 0.113
H -3.079801 2.992933 3.751882 -0.1 0.0 -0.2 0.293
H -2.715155 1.277355 3.854389 0.0 0.0 -0.1 0.392
H -3.884480 1.856710 2.649019 0.1 0.1 0.0 0.250
H -0.721121 3.358417 3.344153 0.0 -0.2 -0.1 0.355
C 2.460922 -2.950129 -7.099609 -0.1 -0.3 0.0 -1.211
C 1.503302 -1.799343 -6.832655 0.7 0.2 -0.1 0.298
C 1.746424 -0.643403 -7.790522 -0.2 0.2 -0.1 -1.253
O 1.669298 -1.346439 -5.491487 -0.2 0.0 0.1 -0.494
H 3.499826 -2.634084 -6.960328 -0.1 0.1 -0.1 0.304
H 2.282739 -3.768589 -6.396947 0.0 0.1 -0.1 0.307
H 2.345753 -3.331681 -8.117778 0.0 0.0 0.0 0.404
H 0.471853 -2.148718 -6.932555 0.1 0.1 0.2 0.274
H 2.760660 -0.247498 -7.675220 0.0 -0.2 0.0 0.323
H 1.059345 0.180676 -7.579742 0.0 -0.1 0.0 0.316
H 1.609851 -0.955944 -8.829288 0.0 0.0 0.0 0.379
H 2.579741 -1.034872 -5.392610 -0.2 -0.1 -0.1 0.325
C -5.845080 3.198637 5.965439 0.2 0.1 0.2 -1.221
C -6.487737 3.801588 4.725984 -0.2 -0.7 0.1 0.313
C -7.979707 3.510104 4.678632 -0.2 0.2 -0.1 -1.262
O -5.863135 3.267903 3.561348 -0.1 0.3 -0.1 -0.503
H -5.957261 2.109650 5.973078 -0.1 0.1 0.0 0.321
H -4.771667 3.405813 5.980661 -0.1 0.0 0.0 0.303
H -6.292207 3.601834 6.878086 0.0 -0.1 0.0 0.401
H -6.324078 4.882916 4.716130 0.1 -0.1 -0.2 0.264
H -8.165864 2.431838 4.641755 0.1 0.0 0.1 0.335
H -8.426129 3.939175 3.777370 0.1 0.0 0.1 0.310
H -8.490727 3.922681 5.552742 0.0 -0.1 0.0 0.377
H -6.001881 2.311050 3.560282 0.1 0.2 0.0 0.360
```
Positions in Å, forces in eV/Å.

## Properties
total charge = -1
max |F| = 7.05 eV Å⁻¹
HOMO = -0.159 Ha

---

[3]
Computed, not measured: C16H39AlBr3ClLiN5O10S as an isolated structure, with ωB97M-V/def2-TZVPD.

Geometry as XYZ:
```
77
Properties=species:S:1:pos:R:3:forces:R:3:mulliken_charge:R:1
N 5.741708 -1.930381 -1.949685 0.0 -0.3 0.0 -0.580
C 5.062753 -1.466907 -3.183053 0.0 0.5 0.0 -0.710
C 3.555213 -1.233024 -3.012450 1.0 0.3 0.0 -0.467
C 3.367663 0.102950 -2.270321 -0.4 -0.2 -0.4 -0.187
C 1.980750 0.404561 -1.655421 0.8 -0.2 0.0 -0.582
C 1.179540 -0.804960 -1.188295 -0.5 0.8 0.4 -0.375
S -0.117679 -1.346933 -2.335926 0.3 0.2 -1.0 0.275
C -1.731980 -0.523378 -2.062516 -0.5 -0.2 -0.4 -0.760
C -2.501918 -0.426893 -3.369739 0.0 0.4 -0.3 -0.784
O -2.013593 0.530124 -4.338585 0.2 -0.3 0.5 -0.614
C -0.365352 -3.138663 -1.951392 -0.6 -0.4 0.5 -0.468
O -1.693499 -3.476903 -2.127881 0.1 0.0 0.2 -0.218
N -1.897803 -4.244380 -3.447253 0.1 -0.2 -0.4 0.284
O -1.887079 -5.364190 -3.255645 -0.1 0.2 0.0 -0.192
H 5.099396 -1.953371 -1.173391 -0.3 0.9 -0.4 0.022
H 6.240099 -2.802918 -2.078751 0.1 0.0 -0.1 0.337
H 5.294813 -2.134068 -4.008202 -0.1 -0.2 0.1 0.506
H 5.487427 -0.492097 -3.428961 0.2 -0.1 -0.2 0.289
H 3.153101 -1.156377 -4.021355 -0.4 -0.3 0.1 0.338
H 3.165689 -2.098017 -2.471899 -0.4 0.0 -0.2 0.256
H 4.171059 0.202219 -1.537477 -0.2 0.0 0.3 -0.039
H 3.551930 0.877329 -3.015784 0.3 0.1 0.1 0.323
H 1.419601 1.048999 -2.322392 -0.3 -0.2 -0.1 0.018
H 2.149435 1.011406 -0.764623 0.0 0.0 0.0 0.345
H 0.631101 -0.554530 -0.283567 -0.1 -0.2 0.1 0.475
H 1.792009 -1.669542 -0.947717 -0.1 -0.2 -0.2 0.257
H -2.341320 -1.076934 -1.337741 0.5 -0.1 -0.3 0.604
H -1.545628 0.438948 -1.597400 0.3 0.1 -0.1 0.711
H -3.496542 -0.077985 -3.103042 -0.1 0.0 0.0 0.285
H -2.633269 -1.401268 -3.839016 0.1 -0.1 0.0 0.332
H -1.232319 0.145924 -4.754282 -0.1 0.0 -0.1 0.356
H -0.130594 -3.267949 -0.896924 0.1 0.2 0.1 0.178
H 0.308889 -3.730408 -2.574978 0.1 0.3 -0.2 0.528
Cl -1.259027 -1.519816 0.505571 -0.2 -0.3 1.7 -0.734
O -0.422086 2.307979 -2.987673 -0.1 0.6 -0.2 -0.369
H -0.347841 3.268118 -3.086780 0.0 -0.8 0.5 0.061
H -1.190005 2.040527 -3.531497 0.0 -0.4 0.0 0.444
C 1.610971 -2.976226 2.697073 -0.7 0.0 0.5 -0.330
Br 3.259881 -3.037019 1.560523 0.3 0.1 -0.2 -0.212
Br 0.363343 -4.287720 2.129647 0.2 -0.1 0.0 0.069
Br 2.087532 -3.124148 4.521279 0.1 0.0 -0.1 0.082
H 1.193738 -1.991541 2.525371 0.1 0.0 -0.3 0.282
Li 5.071316 -3.163147 -0.073314 0.2 -0.7 0.5 1.051
C -4.864347 2.209988 -3.181815 -0.1 -0.1 0.0 -0.294
C -5.328500 3.587595 -3.109695 0.0 0.1 0.0 0.139
N -5.653018 4.686090 -3.048996 0.1 0.0 0.0 -0.342
H -5.372862 1.683666 -3.988164 0.0 0.0 0.0 0.340
H -3.792268 2.196730 -3.371296 0.0 0.0 0.0 -0.123
H -5.067779 1.700693 -2.240435 0.0 0.0 0.0 0.312
C 6.121851 2.267692 -0.398094 0.1 -0.3 -0.2 -0.440
O 7.213370 1.368644 -0.561094 -0.2 0.0 0.1 -0.501
H 6.440302 3.079742 0.248126 0.1 0.0 0.0 0.307
H 5.823526 2.678250 -1.368405 -0.1 0.1 0.1 0.216
H 5.272329 1.752227 0.064939 -0.1 0.2 0.0 0.157
H 6.914685 0.659675 -1.138152 0.2 -0.1 0.0 0.273
C -3.637307 -2.292036 3.312152 -1.4 -0.4 -0.9 -0.070
O -4.157731 -1.337005 3.980469 0.5 -0.2 0.1 -0.193
H -2.970996 -2.980779 3.945741 0.9 0.5 0.7 0.195
H -4.314610 -2.979459 2.776613 -0.3 0.1 0.3 0.306
H -2.821619 -1.964002 2.591222 0.9 0.2 0.4 0.145
Al -0.455949 5.287846 -3.882290 -0.1 0.7 -0.2 0.909
N -1.753799 -1.532086 6.312239 0.2 1.1 -0.1 1.059
O -1.419202 -0.884020 5.301303 -0.1 -0.1 0.0 -0.418
O -1.857295 -0.999643 7.402069 0.0 -0.3 -0.2 -0.535
O -1.988056 -2.741751 6.161086 -0.5 -0.8 -0.6 -0.520
C -1.252338 3.160233 5.382831 0.1 -0.1 0.0 0.083
O -0.426948 3.961958 4.982297 0.0 0.0 -0.1 -0.618
N -2.561461 3.202435 5.070344 -0.1 0.0 0.1 0.118
C -3.505176 2.212695 5.552993 0.0 0.1 -0.2 -0.756
C -3.033194 4.275076 4.215038 0.1 0.0 0.1 -0.947
H -0.988876 2.311877 6.035045 0.0 0.0 0.0 0.337
H -3.956454 1.698766 4.700965 -0.1 -0.1 0.1 0.338
H -4.294132 2.685214 6.140486 0.0 0.0 0.0 0.338
H -2.991633 1.481186 6.173425 0.0 0.0 0.0 0.138
H -2.517816 4.245889 3.253125 0.0 0.0 0.0 0.272
H -2.830604 5.243088 4.673484 0.0 0.0 0.0 0.296
H -4.103526 4.166162 4.057900 0.0 0.0 0.0 0.391
```
Positions in Å, forces in eV/Å.

## Properties
total charge = +2
max |F| = 1.78 eV Å⁻¹
HOMO = -0.429 Ha

---

[4]
Computed, not measured: C16H39B4CdNO6 as an isolated structure, with ωB97M-V/def2-TZVPD.

Geometry as XYZ:
```
67
Properties=species:S:1:pos:R:3:forces:R:3:mulliken_charge:R:1
Cd -13.585600 10.949720 16.619550 0.3 0.2 0.1 1.242
B -14.862750 9.014800 19.505050 -0.7 0.4 -1.1 0.007
H -14.794870 8.508880 18.554430 -0.4 -2.7 -3.6 -0.247
H -15.649900 9.752160 19.536030 -3.2 2.8 -0.1 -0.177
H -14.904500 8.441070 20.417920 0.1 -2.6 3.4 -0.195
H -13.922810 9.543800 19.535420 4.5 2.7 0.5 -0.211
B -10.285220 9.578580 15.697070 -1.1 0.2 0.9 -0.106
H -9.339210 9.261590 15.286190 3.8 -1.2 -1.5 -0.155
H -10.876420 9.818960 14.827050 -2.5 1.4 -3.9 -0.165
H -10.829090 8.764620 16.150860 -1.8 -3.4 2.1 -0.172
H -10.172080 10.414330 16.370100 0.6 3.4 2.8 -0.206
B -13.487020 14.486250 17.407210 -0.3 -1.4 1.0 0.003
H -13.331010 14.179190 16.384650 1.2 -1.5 -4.9 -0.202
H -14.454010 14.047740 17.599210 -4.1 -1.2 1.2 -0.197
H -12.781640 14.074550 18.112330 3.0 -1.5 2.8 -0.201
H -13.440230 15.562870 17.352950 0.1 4.2 -0.2 -0.157
B -16.401870 10.288620 13.722200 -0.1 0.1 0.5 -0.154
H -17.194200 9.930990 14.361380 -2.9 -1.6 2.8 -0.110
H -15.501520 9.712440 13.869260 3.9 -2.9 0.5 -0.238
H -16.774520 10.242090 12.710660 -0.9 0.0 -4.3 -0.162
H -16.216100 11.308210 14.022470 0.7 4.5 1.1 -0.194
O -7.112760 7.234140 25.501850 -0.2 -0.7 -2.2 -0.629
C -7.309250 7.446860 24.303610 -1.2 2.5 4.2 0.604
O -6.519020 7.133470 23.348100 2.5 -3.0 -1.4 -0.329
C -6.950180 7.510500 22.064740 -1.0 2.6 -0.7 -0.377
C -7.783090 8.791100 22.399970 0.5 0.3 0.0 -0.530
C -8.247720 8.528100 23.822440 -1.3 -0.4 -0.7 -0.414
H -7.547800 6.802140 21.491000 0.1 -0.5 0.6 0.272
H -6.103490 7.811300 21.447710 0.2 -0.4 0.3 0.283
H -8.593390 8.994010 21.699730 0.2 0.0 0.0 0.399
H -7.122720 9.654880 22.476820 0.1 0.0 -0.6 0.220
H -9.297810 8.253080 23.723610 0.0 -0.4 0.7 0.235
H -8.165810 9.348560 24.535350 -0.1 0.0 -0.2 0.263
O -18.406060 18.224070 21.416110 0.1 -0.2 -0.2 -0.567
C -17.591600 17.688740 22.105470 0.2 -0.5 0.9 0.497
O -17.352710 16.345140 22.106040 -1.0 -0.5 -1.0 -0.359
C -16.369110 15.886830 23.050200 -0.6 1.7 0.3 -0.349
C -16.383890 17.081910 24.044440 1.7 0.7 0.0 -0.477
C -16.700740 18.307900 23.171270 -0.4 -0.6 -0.3 -0.390
H -15.448650 15.746420 22.483510 0.2 0.3 0.3 0.279
H -16.622200 14.924380 23.494870 -0.5 0.2 -0.2 0.265
H -15.397620 17.219200 24.487740 0.0 -0.2 0.3 0.288
H -17.108480 17.070120 24.858650 -0.1 -0.7 -0.2 0.278
H -15.853870 18.716950 22.620280 0.3 0.0 0.2 0.251
H -17.215290 19.113240 23.695450 0.1 -0.1 -0.1 0.282
O -14.726130 10.337740 26.776130 -2.0 -2.0 1.1 -0.618
C -15.496130 9.459120 27.193340 1.8 3.4 -6.3 0.456
O -15.362200 8.917800 28.328180 2.7 -0.3 4.0 -0.284
C -16.519880 8.384680 28.818650 -1.3 -2.5 0.2 -0.314
C -17.268900 8.106780 27.554950 -5.2 1.2 -0.2 -0.627
C -16.608180 8.715290 26.372070 1.7 -0.2 1.4 -0.291
H -17.029920 9.069210 29.496420 0.1 0.1 -0.1 0.242
H -16.431610 7.414660 29.307920 1.0 0.3 0.5 0.249
H -18.118700 8.774420 27.697030 -0.7 0.0 -0.1 0.216
H -17.835620 7.197560 27.354330 0.9 -0.6 0.5 0.454
H -17.269720 9.324640 25.756320 0.6 -0.1 -0.1 0.296
H -16.127410 7.867190 25.884540 0.3 0.6 -0.9 0.220
N -12.173550 3.621210 20.928750 -1.9 1.6 0.0 0.006
C -12.156970 2.923020 22.094640 0.5 0.4 -0.4 -0.387
C -11.192000 1.972330 21.896610 -0.5 -0.3 2.8 -0.374
C -10.680460 2.066990 20.643360 0.0 0.9 -2.7 -0.289
C -11.357200 3.156740 19.968630 1.6 -2.5 1.5 -0.629
H -12.766950 4.429620 20.808570 0.0 -0.1 -0.2 0.201
H -12.754460 3.197610 22.951380 0.1 0.0 -0.2 0.360
H -10.796960 1.376960 22.706480 -0.1 -0.4 -0.2 0.363
H -9.954110 1.316010 20.369800 0.1 0.5 -0.9 0.360
H -11.356500 3.554060 18.964380 0.2 0.0 0.2 0.388
```
Positions in Å, forces in eV/Å.

## Properties
total charge = -2
max |F| = 7.39 eV Å⁻¹
HOMO = -0.146 Ha

---

Let's list frontier orbital gap in order: 6.75 6.65 3.63 4.29 eV.